(1)
ORCA calculation (ωB97M-V/def2-TZVPD) on a structure of composition C21H40GeN2O3SbSeW.

As for the HOMO energy (alpha / beta): -21.055 / -21.050 eV. The spin multiplicity is 2. For the HOMO-LUMO gap (alpha / beta), the calculation gives 6.51 / 6.71 eV. Its total charge is +4. For the relative energy (zero: lowest compared OMol25 entry of this formula, charge and spin), the calculation gives 96.3 kJ/mol.

CARTESIAN COORDINATES (ANGSTROEM)
W1 -0.0648 0.1491 0.2774
C1 2.3062 3.2211 1.2187
C2 0.8007 3.3431 1.2320
C3 0.3290 4.2067 2.3861
C4 0.2004 3.8001 -0.0798
O1 0.2302 1.9228 1.4784
Ge1 -0.9283 1.7203 2.9505
O2 -1.1330 0.6787 -0.9715
C5 -2.3674 0.7329 -2.3694
C6 -1.6103 0.0114 -3.4268
C7 -3.5057 0.0076 -1.7430
C8 -2.5104 2.2030 -2.5198
O3 -1.0397 0.0028 2.0619
C9 -1.9879 -1.0340 2.7807
C10 -1.8388 -2.3616 2.0867
C11 -1.4989 -1.0886 4.2141
C12 -3.3751 -0.4481 2.6418
H1 2.7407 4.2209 1.1785
H2 2.6641 2.6895 0.3380
H3 2.6845 2.7382 2.1207
H4 0.7556 5.2046 2.2739
H5 0.6857 3.8488 3.3585
H6 -0.7588 4.3303 2.3937
H7 0.5994 4.7816 -0.3396
H8 -0.8836 3.8901 -0.0032
H9 0.4497 3.1127 -0.8893
H10 -1.3790 -1.0114 -3.1328
H11 -0.7173 0.5504 -3.7392
H12 -2.2731 -0.0444 -4.2978
H13 -3.2602 -1.0279 -1.5135
H14 -4.3076 -0.0102 -2.4906
H15 -3.8982 0.5355 -0.8761
H16 -1.5820 2.6871 -2.8169
H17 -2.9372 2.6683 -1.6340
H18 -3.2239 2.3501 -3.3403
H19 -0.8193 -2.7399 2.1725
H20 -2.1474 -2.3146 1.0414
H21 -2.4935 -3.0773 2.5857
H22 -2.1013 -1.8130 4.7650
H23 -0.4589 -1.4136 4.2713
H24 -1.6304 -0.1424 4.7480
H25 -3.6636 -0.3456 1.5953
H26 -3.4672 0.5180 3.1471
H27 -4.0942 -1.1151 3.1201
Se1 2.3944 -1.2855 2.3610
N1 0.2737 -1.5445 -0.0208
C13 0.6238 -2.8651 -0.1774
C14 0.0087 -3.6823 -1.0937
C15 0.3760 -5.0389 -1.2025
C16 1.3683 -5.6035 -0.4032
C17 2.0068 -4.8184 0.5296
C18 1.6486 -3.4453 0.6733
N2 2.2701 -2.7620 1.6097
H28 -0.7696 -3.2858 -1.7321
H29 -0.1334 -5.6564 -1.9334
H30 1.6294 -6.6482 -0.5129
H31 2.7805 -5.2116 1.1783
C19 4.2424 0.3056 -0.4638
Sb1 2.3314 0.4664 -1.3646
C20 2.3684 2.1829 -2.6031
C21 2.2850 -1.1580 -2.7192
H32 4.4587 -0.7446 -0.2729
H33 4.3267 0.8847 0.4520
H34 4.9583 0.6837 -1.1949
H35 3.1229 1.9948 -3.3682
H36 2.6460 3.0678 -2.0364
H37 1.4015 2.3286 -3.0803
H38 3.0710 -0.9932 -3.4572
H39 1.3285 -1.2237 -3.2321
H40 2.4925 -2.0857 -2.1895

=====

(2)
ORCA calculation (ωB97M-V/def2-TZVPD) on a cluster of 2 separate species, C9H14O in total at a distorted geometry.

As for the HOMO energy: -8.384 eV. For the HOMO-LUMO gap, the calculation gives 9.23 eV. The SMILES is Cc1ccc(O)cc1.CC. For the relative energy (zero: lowest compared OMol25 entry of this formula, charge and spin), the calculation gives 172.4 kJ/mol.

CARTESIAN COORDINATES (ANGSTROEM)
C1 1.0497 -1.3182 0.6081
C2 0.1418 -0.2896 1.2512
C3 0.2664 1.0388 0.9036
C4 -0.4968 1.9475 1.5442
C5 -1.5619 1.5946 2.3846
O1 -2.4669 2.3822 2.9249
C6 -1.6605 0.2190 2.6915
C7 -0.7582 -0.7161 2.2048
H1 1.0703 -2.2663 1.1021
H2 2.0828 -0.9721 0.7259
H3 1.0549 -1.3889 -0.4741
H4 0.8941 1.3831 0.0935
H5 -0.3792 3.0362 1.4251
H6 -2.1307 3.1099 3.3762
H7 -2.4576 -0.0254 3.3546
H8 -0.4820 -1.8012 2.3951
C8 1.3606 -1.1521 -3.4932
C9 0.1279 -0.4255 -3.1023
H9 1.8257 -0.7373 -4.3316
H10 1.9574 -1.1543 -2.5817
H11 1.0976 -2.1712 -3.8706
H12 0.1722 0.5609 -3.5801
H13 0.0264 -0.0382 -1.9910
H14 -0.7341 -0.8160 -3.5608

=====

(3)
ORCA calculation (ωB97M-V/def2-TZVPD) on a structure of composition C22H34F5GdGeO6S.

As for the HOMO energy (alpha / beta): -5.861 / -6.318 eV. The spin multiplicity is 8. For the HOMO-LUMO gap (alpha / beta), the calculation gives 5.96 / 6.45 eV. For the relative energy (zero: lowest compared OMol25 entry of this formula, charge and spin), the calculation gives 24.8 kJ/mol.

CARTESIAN COORDINATES (ANGSTROEM)
Gd1 1.0452 -0.3141 0.4312
C1 -1.2473 -0.5587 3.1056
C2 0.0421 -0.0137 3.6891
O1 0.6877 0.8917 2.8069
C3 0.2739 2.2525 2.8629
C4 -0.7466 2.5795 1.7856
O2 -0.2751 2.0410 0.5607
C5 -0.0892 2.9726 -0.4933
C6 0.0172 2.2041 -1.7798
O3 1.0987 1.2639 -1.6973
C7 1.4199 0.7796 -3.0025
C8 2.2930 -0.4443 -2.8352
O4 1.6931 -1.4022 -1.9851
C9 0.7069 -2.2622 -2.5454
C10 -0.6969 -1.7760 -2.2384
O5 -0.7923 -1.5127 -0.8361
C11 -1.6483 -2.3493 -0.0712
C12 -2.1078 -1.5700 1.1359
O6 -0.9393 -1.1203 1.8369
H1 -2.0092 0.2189 2.9803
H2 -1.6545 -1.3350 3.7651
H3 0.7590 -0.8214 3.8487
H4 -0.1472 0.4632 4.6569
H5 1.1795 2.8451 2.7132
H6 -0.1192 2.4837 3.8589
H7 -0.8582 3.6663 1.7165
H8 -1.7359 2.1584 1.9802
H9 0.8108 3.5714 -0.3004
H10 -0.9557 3.6391 -0.5636
H11 0.2151 2.9038 -2.5997
H12 -0.9075 1.6499 -1.9704
H13 1.9599 1.5574 -3.5553
H14 0.4930 0.5555 -3.5391
H15 3.2367 -0.1768 -2.3531
H16 2.5302 -0.8819 -3.8114
H17 0.8814 -3.2418 -2.0943
H18 0.8507 -2.3568 -3.6276
H19 -1.4347 -2.5290 -2.5262
H20 -0.9821 -0.8496 -2.7403
H21 -1.0967 -3.2479 0.2334
H22 -2.5213 -2.6351 -0.6635
H23 -2.6901 -2.2242 1.7943
H24 -2.7040 -0.7004 0.8463
C13 1.5288 -3.5042 3.0230
Ge1 3.2078 -2.6142 2.4345
C14 4.3828 -4.0926 1.8631
C15 4.0037 -1.8203 4.0655
C16 2.9651 -1.2888 1.0740
H25 1.7759 -4.3561 3.6597
H26 0.9742 -3.8779 2.1622
H27 0.8645 -2.8608 3.5999
H28 4.6746 -4.7094 2.7129
H29 5.2867 -3.7074 1.3934
H30 3.8711 -4.7245 1.1376
H31 4.3925 -2.5899 4.7331
H32 3.2584 -1.2426 4.6151
H33 4.8133 -1.1442 3.7988
H34 3.6927 -1.4198 0.2615
F1 -3.9579 5.3721 -4.8657
C17 -3.8030 4.2866 -4.1033
C18 -2.8597 3.3251 -4.4260
F2 -2.0874 3.4835 -5.5054
C19 -2.7156 2.2105 -3.6218
F3 -1.7580 1.3310 -3.9836
C20 -3.4803 1.9790 -2.4751
S1 -3.2219 0.5832 -1.4661
C21 -4.4076 2.9842 -2.1777
F4 -5.1726 2.8888 -1.0865
C22 -4.5788 4.1060 -2.9662
F5 -5.4845 5.0288 -2.6359

=====

(4)
ORCA calculation (ωB97M-V/def2-TZVPD) on the ion C9H10N3O2 with charge +1 at a distorted geometry.

As for the HOMO energy: -13.719 eV. For the HOMO-LUMO gap, the calculation gives 8.76 eV. Its total charge is +1. The SMILES is Cc1cn2ccc(C)c([N+](=O)[O-])c2[nH+]1. For the relative energy (zero: lowest compared OMol25 entry of this formula, charge and spin), the calculation gives 393.0 kJ/mol.

CARTESIAN COORDINATES (ANGSTROEM)
C1 -3.3202 2.2111 -0.1091
C2 -2.1171 1.4123 -0.3518
C3 -1.5467 0.9524 -1.4840
N1 -0.4426 0.1998 -1.1989
C4 0.4254 -0.5386 -1.8987
C5 1.5396 -1.0874 -1.3595
C6 1.7743 -1.1955 0.0555
C7 3.0373 -1.9106 0.5003
C8 0.8842 -0.6341 0.9621
N2 0.9301 -0.5547 2.3378
O1 0.0941 0.2135 2.8365
O2 1.6929 -1.1820 2.9643
C9 -0.3543 0.0956 0.1434
N3 -1.3203 0.8808 0.6855
H1 -3.9077 2.3990 -1.0646
H2 -3.9504 1.5693 0.5215
H3 -3.0057 3.3171 0.3211
H4 -1.8572 1.1226 -2.4499
H5 0.1668 -0.6283 -2.8950
H6 2.3865 -1.5529 -1.8984
H7 2.8534 -2.9154 0.8035
H8 3.6903 -1.4157 1.3570
H9 3.6816 -1.8309 -0.4092
H10 -1.3343 1.0726 1.6308

=====

(5)
ORCA calculation (ωB97M-V/def2-TZVPD) on an isolated molecule of C4H4 at a distorted geometry.

As for the HOMO energy (alpha / beta): -7.216 / -7.214 eV. For the HOMO-LUMO gap (alpha / beta), the calculation gives 7.90 / 7.90 eV. The SMILES is C=C1C=C1. For the relative energy (zero: lowest compared OMol25 entry of this formula, charge and spin), the calculation gives 354.8 kJ/mol.

CARTESIAN COORDINATES (ANGSTROEM)
C1 -1.7280 -0.0484 0.0393
C2 -0.0336 -0.0440 -0.0681
C3 1.2645 0.7661 -0.0437
C4 1.2152 -0.5853 0.0707
H1 -2.2376 -0.8972 0.0974
H2 -2.2507 0.7653 -0.3034
H3 2.0381 1.5223 -0.1072
H4 1.7322 -1.4788 0.3150